# 1
A molecular structure, C5H10LuO2. Source: OMol25; level of theory: the ωB97M-V functional and the def2-TZVPD basis.

Values from the calculation:
ΔE to the lowest compared entry with this formula, charge and spin (eV): 0.0000
Lowest unoccupied orbital energy (eV): -4.17
Total charge: +1
Frontier orbital gap (eV): 7.6
HOMO (eV): -11.7
Total energy (hartree): -1582.09966

```
18
Properties=species:S:1:pos:R:3:nbo_charge:R:1
C 0.5759 -0.2677 5.7414 -0.270
O 0.6068 -0.5593 4.3531 -0.669
C 0.8125 0.5788 3.5356 -0.092
C 0.4679 0.2174 2.1110 -0.105
O 1.4406 0.8060 1.2733 -0.513
C 1.2444 0.7107 -0.0642 0.115
C 2.2667 0.6853 -0.9221 -0.459
H 1.4930 0.2533 6.0548 0.203
H -0.2973 0.3586 5.9710 0.217
H 1.8331 0.9699 3.6759 0.213
H 0.1565 1.4005 3.8648 0.207
H -0.5763 0.4978 1.9134 0.199
H 0.3326 -0.8185 1.7649 0.169
H 0.2591 0.3223 -0.3465 0.174
H 3.2703 0.4165 -0.5900 0.216
H 2.0595 0.5343 -1.9798 0.221
H 0.5058 -1.2236 6.2750 0.192
Lu 1.4987 -2.9398 3.9500 0.980
```



# 2
A gas-phase ion, C5H10N (charge +1). Source: OMol25; level of theory: the ωB97M-V functional and the def2-TZVPD basis.

Values from the calculation:
ΔE to the lowest compared entry with this formula, charge and spin (eV): 2.0940
Lowest unoccupied orbital energy (eV): -5.34
Total charge: +1
Frontier orbital gap (eV): 9.4
SMILES: C=[NH+]C(=C)CC
HOMO (eV): -14.7
Total energy (hartree): -250.92834

```
16
Properties=species:S:1:pos:R:3:nbo_charge:R:1
C -0.2164 -1.8922 0.8839 0.114
N -1.0215 -0.9048 0.6741 -0.390
C -0.8069 0.1296 -0.3080 0.118
C -1.6105 1.1430 0.0553 -0.253
C 0.4411 0.3507 -1.1121 -0.486
C 1.7201 0.6252 -0.2854 -0.622
H -0.4990 -2.4303 1.6768 0.211
H 0.5758 -2.0621 0.2584 0.224
H -1.9141 -0.8792 1.2862 0.462
H -1.7361 2.0853 -0.4197 0.237
H -2.2454 1.0164 0.8605 0.185
H 0.7266 -0.4484 -1.8929 0.250
H 0.2830 1.3158 -1.7634 0.274
H 1.5581 1.1730 0.6585 0.222
H 2.5731 1.1137 -0.7199 0.258
H 2.1722 -0.3359 0.1479 0.196
```



# 3
A gas-phase ion, C5H10N (charge +1). Source: OMol25; level of theory: the ωB97M-V functional and the def2-TZVPD basis.

Values from the calculation:
ΔE to the lowest compared entry with this formula, charge and spin (eV): 2.8649
Lowest unoccupied orbital energy (eV): -2.97
Total charge: +1
Frontier orbital gap (eV): 12.4
SMILES: C[N@H+]1[C@@H]2C[C@@]21C
HOMO (eV): -15.4
Total energy (hartree): -250.90001

```
16
Properties=species:S:1:pos:R:3:nbo_charge:R:1
C -1.9270 0.0758 -0.1179 -0.417
N -0.5857 -0.3593 -0.5957 -0.335
C 0.3558 0.7434 -1.0138 -0.022
C 1.5033 -0.1914 -0.9357 -0.379
C 0.5727 -0.0304 0.2268 0.184
C 0.7691 -0.0736 1.6397 -0.633
H -2.2843 0.7945 -0.9873 0.241
H -2.5089 -0.7385 0.0264 0.231
H -1.8871 0.6022 0.8580 0.239
H -0.6265 -1.1987 -1.1561 0.426
H 0.1767 1.6813 -1.3615 0.260
H 1.4427 -1.1551 -1.5166 0.208
H 2.4471 0.1898 -0.9303 0.249
H -0.1630 0.0494 2.1233 0.237
H 1.4901 0.5961 1.8785 0.261
H 1.2250 -0.9854 1.8624 0.251
```



# 4
2 unconnected molecules or ions with the total composition C5H10N. Source: OMol25; level of theory: the ωB97M-V functional and the def2-TZVPD basis.

Values from the calculation:
ΔE to the lowest compared entry with this formula, charge and spin (eV): 6.5600
Lowest unoccupied orbital energy (spin up / spin down) (eV): -5.85 / -5.06
Total charge: +1
Frontier orbital gap (spin up / spin down) (eV): 7.8 / 9.0
HOMO (spin up / spin down) (eV): -13.7 / -14.1
Total energy (hartree): -250.76422

```
16
Properties=species:S:1:pos:R:3:nbo_charge:R:1
C 0.0397 1.8285 0.7358 -0.449
C -0.5714 1.2068 -0.4636 -0.106
C 0.0827 0.3204 0.4346 0.060
C -0.4827 -1.8195 1.9439 -0.237
C 0.3856 -0.6659 -1.8469 -0.399
N 0.6861 0.4498 -0.9387 -0.393
H 0.9501 2.4513 0.7074 0.234
H -0.7046 2.2582 1.5447 0.274
H -1.4787 1.2311 -1.0129 0.262
H 0.4959 -1.8899 2.3012 0.196
H -1.0481 -2.6545 1.4204 0.226
H -1.0604 -1.0031 2.4312 0.211
H -0.3045 -1.2889 -1.4416 0.226
H 0.0498 -0.2285 -2.7611 0.227
H 1.3666 -1.1276 -2.0134 0.234
H 1.5939 0.9320 -1.0411 0.436
```



# 5
A gas-phase ion, C5H10N (charge +1). Source: OMol25; level of theory: the ωB97M-V functional and the def2-TZVPD basis.

Values from the calculation:
ΔE to the lowest compared entry with this formula, charge and spin (eV): 1.5218
Lowest unoccupied orbital energy (eV): -4.60
Total charge: +1
Frontier orbital gap (eV): 11.6
SMILES: C=[N+]=C(C)CC
HOMO (eV): -16.2
Total energy (hartree): -250.94937

```
16
Properties=species:S:1:pos:R:3:nbo_charge:R:1
C 2.0258 -1.3284 0.1829 0.079
N 1.2564 -0.3431 0.2001 -0.275
C 0.3142 0.4964 0.0733 0.470
C 0.6303 1.9488 -0.1780 -0.657
C -1.1781 0.1681 0.3184 -0.456
C -1.5855 -1.1328 -0.2514 -0.631
H 2.4791 -1.7632 1.1273 0.250
H 2.2199 -1.7931 -0.7513 0.230
H -0.0082 2.2101 -0.9183 0.250
H 1.7374 2.1505 -0.4318 0.252
H 0.3678 2.5736 0.6103 0.269
H -1.7280 0.8805 -0.2624 0.245
H -1.4774 0.4252 1.3416 0.272
H -1.5156 -1.2694 -1.3706 0.239
H -2.5560 -1.2755 0.2692 0.255
H -0.9821 -1.9477 0.0406 0.209
```



# 6
2 unconnected molecules or ions with the total composition C5H10N. Source: OMol25; level of theory: the ωB97M-V functional and the def2-TZVPD basis.

Values from the calculation:
ΔE to the lowest compared entry with this formula, charge and spin (eV): 6.3267
Lowest unoccupied orbital energy (eV): -8.08
Total charge: +1
Frontier orbital gap (eV): 5.3
HOMO (eV): -13.4
Total energy (hartree): -250.77279

```
16
Properties=species:S:1:pos:R:3:nbo_charge:R:1
C 3.7080 0.7121 0.2080 -0.312
C 2.7691 -0.1046 -0.2412 -0.418
C -2.3092 0.4691 0.1649 -0.047
C -3.5947 0.4111 0.5223 -0.273
C -0.2206 -0.6695 -0.2037 0.093
N -1.5854 -0.5723 -0.4408 -0.418
H 4.6302 0.6312 -0.3568 0.213
H 3.6695 1.4079 1.0345 0.215
H -1.7299 1.3705 0.3062 0.234
H 1.7042 0.1254 -0.1504 0.151
H 3.0187 -0.7388 -1.0823 0.205
H -3.9974 1.1089 1.2429 0.253
H -4.2151 -0.4141 0.1924 0.220
H -0.0618 -1.6079 0.3351 0.199
H 0.2672 -0.6589 -1.1811 0.262
H -2.0528 -1.4700 -0.3501 0.422
```